Here is the molecule C3HCl2N from OMol25. Energies are from ωB97M-V/def2-TZVPD.

```
7
Properties=species:S:1:pos:R:3:forces:R:3:mulliken_charge:R:1
C -0.9140 0.3220 0.0149 0.38 -0.81 -0.25 0.587
C 0.1202 -0.5406 -0.0322 0.02 2.51 0.02 -0.500
C 1.4907 -0.1001 -0.0393 1.10 -0.06 0.47 0.149
H -0.0419 -1.5655 -0.0313 -0.36 -1.67 -0.03 0.384
N 2.6265 0.1225 0.0639 -1.52 -0.13 -0.33 -0.351
Cl -0.7382 2.0124 0.0016 0.05 0.09 0.05 -0.123
Cl -2.5433 -0.2507 0.0224 0.33 0.08 0.06 -0.145
```
Forces are in eV/Å.

Computed properties:
- spin multiplicity = 1
- energy relative to the best compared isomer or geometry (same formula, charge and spin) (eV) = 0.001

---

Here is the ion C3HCl2N2 with charge +1 from OMol25. Energies are from ωB97M-V/def2-TZVPD.

```
8
Properties=species:S:1:pos:R:3:forces:R:3:mulliken_charge:R:1
C -2.0239 -0.1550 -0.2769 0.21 0.32 1.16 -0.028
C 1.5426 -1.0337 0.1879 -0.04 3.39 -0.51 0.478
C 0.2193 0.9365 -0.1205 -1.21 2.30 -0.26 0.387
N 1.2176 0.0979 -0.0583 1.27 -3.79 0.99 -0.093
N -0.9692 0.3763 -0.1867 -0.95 0.20 0.09 -0.053
Cl 2.3011 -2.3862 -0.0490 0.44 -1.13 -0.17 0.047
Cl 0.4898 2.6732 0.0237 -0.41 -1.57 -0.22 -0.071
H -2.7773 -0.5090 0.4797 0.69 0.28 -1.10 0.333
```
Forces are in eV/Å.

Computed properties:
- spin multiplicity = 1
- net charge = +1
- energy relative to the best compared isomer or geometry (same formula, charge and spin) (eV) = 2.083

---

Here is the ion C3HCl2N2 with charge +1 from OMol25. Energies are from ωB97M-V/def2-TZVPD.

```
8
Properties=species:S:1:pos:R:3:forces:R:3:mulliken_charge:R:1
C 1.1069 0.6709 0.9628 0.26 -1.85 3.38 0.516
C -0.7700 -0.6980 -0.3255 -0.36 -0.69 1.35 0.350
C -0.0595 0.4953 -0.9845 0.88 -1.42 5.17 -0.098
N 1.3394 0.1456 1.9858 -0.20 1.23 -1.85 -0.307
N 0.7422 1.1180 -0.2115 -0.07 0.18 -1.94 -0.338
Cl -1.9557 -0.3095 0.8423 1.33 -0.58 -1.69 0.159
Cl -0.2002 -2.2878 -0.3788 -0.67 2.02 -0.23 0.166
H -0.2031 0.8655 -1.8905 -1.17 1.11 -4.18 0.553
```
Forces are in eV/Å.

Computed properties:
- spin multiplicity = 1
- net charge = +1
- energy relative to the best compared isomer or geometry (same formula, charge and spin) (eV) = 1.739